Record 1
A 9-piece molecular cluster, C25H47Br17ClN2O2 overall. Source: OMol25; level of theory: ωB97M-V with the def2-TZVPD basis set.

Last column: Löwdin charge in e.
CARTESIAN COORDINATES (ANGSTROEM)
H (-0.37, -2.53, -3.82)  0.073
H (-9.42, -3.87, 0.93)  0.055
C (-8.13, -2.96, -0.56)  -0.687
H (-0.20, 9.77, 2.59)  0.058
H (-2.57, -1.58, -0.35)  0.144
Br (5.52, 1.40, 2.41)  0.651
H (5.98, 2.85, 0.46)  0.062
C (0.77, 9.40, 2.94)  -0.715
H (-7.24, -2.78, 0.04)  0.061
N (-4.09, -0.50, -2.90)  0.161
H (-4.18, -4.78, -2.76)  0.101
C (-0.08, -2.37, -1.73)  -0.153
H (-0.78, -2.01, -8.24)  0.050
Br (2.25, -0.19, 0.37)  0.657
C (2.99, 2.60, 6.39)  -0.681
Br (2.48, 3.43, 1.89)  0.558
C (-9.36, -2.98, 0.31)  -0.696
H (-9.39, -2.10, 0.94)  0.062
C (2.68, -1.71, 2.75)  -0.709
H (1.49, -1.11, -6.39)  0.049
H (0.38, -3.16, -1.16)  0.125
H (-1.78, -0.57, -1.58)  0.136
H (2.62, -2.71, -1.26)  0.037
Br (-6.72, -3.17, -4.08)  0.895
Br (0.07, -3.68, -6.61)  0.673
H (1.04, -1.58, -3.46)  0.114
C (0.59, 8.19, 3.81)  -0.697
N (-5.34, -2.20, -3.32)  -0.402
C (1.67, -1.54, 1.65)  -0.657
H (0.93, -0.12, -7.75)  0.061
O (-1.49, -2.62, -1.74)  -0.127
C (3.17, -2.58, -2.20)  -0.093
H (0.17, -1.43, -1.23)  0.072
C (1.09, -4.59, 6.60)  -0.677
C (-5.17, -0.90, -3.56)  -0.799
H (0.73, -1.16, 2.06)  0.057
H (0.92, -2.41, -8.55)  0.062
C (4.32, 3.81, 1.40)  -0.683
H (1.35, 4.45, -1.75)  0.048
Br (1.55, 10.88, 3.93)  0.615
H (3.17, -1.54, -2.48)  0.060
H (2.32, 7.32, -2.27)  0.053
H (3.01, -3.22, -4.26)  0.113
O (1.21, -3.67, -3.29)  -0.170
H (0.17, 8.42, 4.78)  0.051
C (5.04, 2.58, 0.93)  -0.689
H (-8.19, -2.22, -1.35)  0.035
Br (2.27, 7.27, 4.13)  0.588
H (3.56, 1.48, 4.63)  -0.016
H (-0.83, -5.25, 5.93)  0.058
H (2.92, 2.48, 7.47)  0.052
Br (-0.67, -2.94, 5.06)  0.603
H (3.02, -4.50, -3.08)  0.118
H (4.45, 1.99, 0.24)  0.014
Br (1.72, 6.72, 0.07)  0.632
H (1.42, 9.22, 2.09)  0.018
C (-4.34, -2.66, -2.46)  -0.221
Br (-7.82, -4.69, -1.41)  0.617
Br (3.76, 4.74, -2.28)  0.649
H (0.83, -3.92, 7.41)  0.055
C (0.49, -2.46, -3.15)  -0.218
Br (4.22, -2.74, 2.14)  0.608
Br (-0.77, -0.14, -5.96)  0.584
C (-4.20, -4.05, -1.96)  -0.005
H (1.48, -2.45, 1.10)  0.041
H (3.06, -0.77, 3.13)  0.017
H (-3.72, 0.44, -2.89)  0.182
C (3.71, 1.47, 5.70)  -0.711
H (4.78, 4.27, 2.27)  0.057
Br (-10.98, -2.92, -0.76)  0.634
C (0.02, -4.69, 5.55)  -0.688
Br (1.18, 2.80, 5.72)  0.585
C (-2.29, -1.52, -1.40)  -0.135
H (-3.34, -4.12, -1.31)  0.091
Br (2.76, -3.95, 5.84)  0.636
H (4.20, -2.86, -2.00)  0.085
H (3.49, 3.55, 6.17)  0.060
H (2.26, -2.29, 3.57)  -0.021
H (4.26, 4.55, 0.60)  -0.005
H (1.59, 5.09, -3.39)  0.056
H (1.31, -5.58, 7.01)  0.061
H (-5.07, -4.27, -1.35)  0.031
H (0.60, 6.90, -2.12)  0.058
H (-0.05, 7.46, 3.30)  0.054
C (2.61, -3.51, -3.27)  -0.256
C (-3.54, -1.57, -2.23)  -0.117
H (4.78, 1.51, 5.92)  0.059
C (0.66, -0.91, -7.05)  -0.668
C (1.61, 6.60, -1.87)  -0.683
C (0.19, -2.14, -7.79)  -0.684
C (1.87, 5.19, -2.34)  -0.684
Cl (-6.15, 0.07, -4.51)  0.831
H (0.38, -5.15, 4.64)  0.050
Br (3.12, -0.27, 6.33)  0.611

Values from the calculation:
F_max: 0.99 eV/A
Kohn-Sham gap: 0.2702 Ha
total charge: +1
E_HOMO: -11.1 eV

Record 2
An isolated ion of composition C7H12NO2 and charge +1 at a distorted geometry. Source: OMol25; level of theory: ωB97M-V with the def2-TZVPD basis set.

Last column: Löwdin charge in e.
CARTESIAN COORDINATES (ANGSTROEM)
N (1.48, -0.61, 0.29)  -0.052
H (-4.83, -0.90, 0.07)  0.124
C (1.92, 0.13, -0.95)  -0.236
C (1.35, 0.91, 0.21)  -0.209
H (2.21, 1.29, 0.79)  0.167
C (0.14, 1.67, 0.18)  0.041
C (2.52, -1.10, 1.24)  0.017
H (0.60, -1.24, 0.11)  0.210
C (-1.25, 1.52, -0.07)  0.002
H (-3.31, -1.62, -0.17)  0.065
H (-1.67, -0.63, 0.18)  0.123
O (3.26, 0.15, -0.98)  -0.015
C (-3.93, -0.88, -0.54)  -0.030
H (-4.08, -1.09, -1.58)  0.115
C (-2.01, 0.32, -0.17)  -0.031
H (3.09, -0.33, 1.54)  0.042
H (2.30, -1.67, 2.12)  0.094
H (3.61, 0.32, -1.90)  0.154
O (-3.28, 0.33, -0.50)  -0.005
H (3.17, -1.69, 0.49)  0.137
H (-1.79, 2.36, -0.46)  0.119
H (0.50, 2.76, 0.09)  0.167

Values from the calculation:
ΔE to the lowest compared entry with this formula, charge and spin: 6.836 eV
F_max: 5.06 eV/A
Kohn-Sham gap (spin up / spin down): 0.2077 / 0.2281 Ha
total charge: +1
E_HOMO (spin up / spin down): -11.2 / -11.6 eV

Record 3
A 2-piece molecular cluster, C9H13NO2 overall at a distorted geometry. Source: OMol25; level of theory: ωB97M-V with the def2-TZVPD basis set.

Last column: Löwdin charge in e.
CARTESIAN COORDINATES (ANGSTROEM)
H (-3.47, -0.52, 1.04)  0.109
H (0.00, 2.65, -0.90)  0.111
C (0.34, 0.63, -1.46)  -0.308
C (-0.24, -0.64, -1.44)  -0.053
H (2.46, 0.40, -1.94)  0.074
C (0.22, -0.26, 2.56)  0.000
O (0.94, -2.52, 2.25)  0.034
H (-1.56, -1.97, -0.44)  0.123
H (0.58, 0.11, 3.52)  0.083
O (-3.46, -0.05, 0.19)  0.029
C (1.54, 0.85, -2.31)  -0.067
H (0.28, -1.42, -2.00)  0.119
H (-0.76, -0.70, 2.69)  0.078
H (1.73, 1.89, -2.58)  0.079
C (-0.38, 1.64, -0.82)  -0.054
H (2.39, -1.61, 0.43)  0.108
C (-1.39, -0.94, -0.73)  -0.011
H (-2.22, 2.19, 0.10)  0.114
C (-1.63, 1.40, -0.29)  -0.025
H (0.14, 0.59, 1.88)  0.059
H (1.47, 0.44, -3.32)  0.083
C (1.09, -1.35, 1.97)  -0.596
C (-2.17, 0.12, -0.27)  -0.328
H (2.07, 0.01, 0.77)  0.080
N (2.04, -0.94, 1.09)  0.158

Values from the calculation:
ΔE to the lowest compared entry with this formula, charge and spin: 0.547 eV
F_max: 1.48 eV/A
Kohn-Sham gap: 0.3556 Ha
total charge: 0
SMILES string: Cc1ccc(O)cc1.CC(N)=O
E_HOMO: -9.0 eV

Record 4
A 6-piece molecular cluster, C31H56Br2ClN2O19PS overall at a distorted geometry. Source: OMol25; level of theory: ωB97M-V with the def2-TZVPD basis set.

Last column: Löwdin charge in e.
CARTESIAN COORDINATES (ANGSTROEM)
H (8.28, -5.10, -6.59)  0.082
O (-6.11, -0.75, -0.98)  0.043
C (-4.41, -2.50, -1.17)  -0.075
H (2.15, -0.16, 2.60)  0.051
C (-0.02, 2.25, -0.39)  -0.720
H (-9.33, -2.10, -2.63)  0.098
H (7.08, -6.28, -6.05)  0.076
C (1.51, 4.36, -0.40)  -0.815
C (-3.55, 9.26, -4.31)  -0.042
H (-2.29, 4.89, -2.86)  0.107
H (-4.17, 1.36, 3.31)  0.082
H (2.65, 0.66, 6.47)  0.099
H (-4.78, 4.93, -2.65)  0.080
O (-4.24, -2.90, 6.30)  0.007
H (4.36, 0.45, -1.99)  0.077
H (0.05, -2.36, -1.45)  -0.101
H (-4.06, -2.05, -2.10)  0.070
C (7.44, -0.36, 6.63)  -0.210
C (3.12, -1.14, -2.75)  -0.159
H (3.06, 1.02, -2.99)  0.035
O (-3.28, 7.97, -4.84)  0.003
H (2.44, -1.40, 0.55)  0.056
C (-5.06, -1.44, -0.30)  -0.205
C (-9.41, -1.25, -1.95)  -0.039
C (3.03, -3.85, -6.82)  -0.037
H (7.94, -3.80, -4.47)  0.122
C (-1.51, 1.93, -0.66)  -0.568
H (2.10, -1.32, -3.10)  0.035
H (-2.52, 0.24, -0.76)  0.108
O (5.07, -0.13, 5.42)  0.115
S (-0.97, -1.51, -1.61)  0.821
O (6.20, -0.56, 7.33)  0.039
H (0.60, -1.68, 0.67)  0.085
H (-4.91, 1.15, 5.68)  0.123
O (-2.08, -3.44, 1.74)  0.077
H (-3.55, -2.92, -0.64)  0.049
O (-2.34, 2.68, -1.12)  0.105
O (4.33, -3.37, -6.47)  0.000
H (8.75, 1.23, 6.01)  0.080
H (-5.38, 0.07, 3.46)  0.083
H (7.41, -0.88, 5.67)  0.122
O (2.31, 4.06, 0.42)  0.010
C (7.76, 1.11, 6.45)  -0.064
H (3.89, -0.29, 2.53)  0.068
O (-1.32, -1.48, 1.37)  -0.125
H (8.59, -6.09, -5.16)  0.080
H (-5.44, -1.87, 0.63)  0.127
C (-2.92, 4.68, -3.72)  -0.209
C (-7.27, -1.40, -1.07)  -0.614
P (2.46, 0.80, -0.68)  1.016
O (-3.30, 7.15, -2.74)  0.124
H (0.28, -0.22, 1.62)  0.048
C (3.30, 0.29, -2.22)  -0.475
O (-4.62, -0.83, 5.85)  0.040
C (-0.12, -0.89, 0.87)  -0.261
H (-2.43, 3.93, -4.33)  0.123
C (2.97, -0.45, 0.58)  -0.408
H (-4.19, 3.27, -2.74)  0.062
O (-8.13, -0.65, -1.75)  0.006
C (3.03, 0.12, 2.01)  -0.155
Br (0.04, 2.36, 1.56)  0.950
H (2.72, -1.00, 5.84)  0.092
C (5.06, -4.24, -5.77)  -0.619
H (-3.46, 9.96, -5.14)  0.092
H (2.51, -3.01, -7.26)  0.093
H (3.40, -1.89, -2.01)  0.065
H (-3.33, -4.40, 5.18)  0.096
H (3.10, 1.21, 2.00)  0.054
H (-3.22, 0.68, 5.55)  0.122
O (4.70, -5.32, -5.39)  0.123
C (0.38, 3.59, -1.01)  -0.244
H (-10.03, -0.48, -2.40)  0.093
C (-4.24, 0.42, 5.24)  -0.205
Br (0.33, 1.06, -2.91)  0.860
H (-2.42, -3.86, 6.61)  0.094
H (7.04, 1.59, 5.80)  0.075
H (0.59, 3.48, -2.07)  0.077
H (2.03, -0.69, 7.45)  0.094
H (3.10, -4.66, -7.54)  0.099
C (-0.47, -0.18, -0.44)  -0.722
C (-3.21, 7.00, -3.93)  -0.616
Cl (1.56, 6.00, -1.13)  0.646
H (-4.93, 4.03, -4.16)  0.082
N (-1.08, -2.85, 1.66)  -0.015
H (-2.83, 9.51, -3.53)  0.095
H (-4.56, 9.30, -3.90)  0.097
H (4.00, -0.68, 0.27)  0.081
H (3.77, -1.29, -3.62)  0.069
C (-3.72, -1.81, 5.75)  -0.616
H (-9.84, -1.57, -1.01)  0.095
O (-7.50, -2.49, -0.60)  0.126
C (2.79, -0.39, 6.73)  -0.035
H (-3.90, -4.83, 6.81)  0.093
C (-4.29, 4.20, -3.29)  -0.061
C (0.59, 0.91, -0.94)  -0.754
O (6.26, -3.69, -5.56)  0.035
C (5.11, -0.39, 6.59)  -0.616
H (8.19, -0.84, 7.25)  0.122
H (-4.33, -0.67, -0.04)  0.105
H (6.69, -4.95, -3.97)  0.122
C (7.82, -5.56, -5.71)  -0.064
H (-3.66, -0.33, 3.30)  0.065
N (-1.71, 0.62, -0.29)  0.072
H (-5.10, -3.30, -1.41)  0.080
O (4.05, -0.58, 7.38)  0.008
O (-2.63, -1.74, 5.23)  0.114
C (-4.37, 0.38, 3.74)  -0.060
H (7.75, 1.62, 7.42)  0.082
H (-0.50, 4.24, -0.95)  0.117
O (-3.00, 5.85, -4.57)  0.040
C (7.19, -4.50, -4.83)  -0.211
H (2.49, -4.20, -5.94)  0.094
C (-3.41, -4.06, 6.22)  -0.036

Values from the calculation:
F_max: 1.59 eV/A
Kohn-Sham gap: 0.3071 Ha
total charge: 0
SMILES string: CCP(CC)[C@@]1(Br)[C@@](S)(CON=O)NC(=O)[C@]1(Br)CC(=O)Cl.CCOC(=O)OC.CCOC(=O)OC.CCOC(=O)OC.CCOC(=O)OC.CCOC(=O)OC
E_HOMO: -8.6 eV

Record 5
A 2-piece molecular cluster, C10H16 overall at a distorted geometry. Source: OMol25; level of theory: ωB97M-V with the def2-TZVPD basis set.

Last column: Löwdin charge in e.
CARTESIAN COORDINATES (ANGSTROEM)
H (-3.80, -0.20, 0.73)  0.095
C (-3.28, 0.98, -0.95)  -0.125
H (0.63, -0.49, -1.86)  0.097
C (2.21, 1.95, -0.09)  -0.096
C (-2.97, -0.18, 0.00)  -0.316
H (-2.92, 0.74, -1.95)  0.061
C (2.74, 1.15, 0.93)  -0.054
H (3.73, -1.68, 1.88)  0.087
H (1.03, 1.92, -1.92)  0.094
C (2.50, -0.22, 0.95)  -0.287
H (-3.10, -1.49, -1.71)  0.066
H (1.72, -1.86, -0.20)  0.109
H (-3.38, -2.31, -0.31)  0.066
H (-2.12, 0.10, 0.62)  0.091
C (1.30, 0.00, -1.16)  -0.084
H (2.23, 3.03, 0.02)  0.102
C (1.80, -0.78, -0.13)  -0.059
H (-4.36, 1.07, -1.11)  0.066
C (2.88, -1.01, 2.14)  -0.069
H (-2.83, 1.89, -0.55)  0.064
C (1.54, 1.38, -1.14)  -0.102
H (2.12, -1.67, 2.54)  0.079
H (3.30, -0.47, 2.98)  0.074
H (3.49, 1.61, 1.56)  0.110
H (-1.73, -1.93, -0.58)  0.053
C (-2.72, -1.51, -0.68)  -0.123

Values from the calculation:
ΔE to the lowest compared entry with this formula, charge and spin: 0.884 eV
F_max: 2.14 eV/A
Kohn-Sham gap: 0.3667 Ha
total charge: 0
SMILES string: Cc1ccccc1.CCC
E_HOMO: -9.0 eV

Question: Which value of F_max does entry 5 give?
Answer: 2.14 eV/A

Question: What is the total charge in the fourth record?
Answer: 0